This record from OMol25 describes a 2-piece molecular cluster, C5H8O overall. The level of theory is ωB97M-V with the def2-TZVPD basis set.

**Total charge**: 0
**Energy relative to the best compared isomer or geometry (same formula, charge and spin)**: 221.8 kJ/mol
**SMILES**: C1=COC=CC1.[H][H]
**E_LUMO**: 1.109 eV

Last column: natural (NBO) charge in e.
Geometry (Å):
O (0.95, 0.96, -0.54)  -0.493
C (0.36, -0.02, -1.29)  0.126
C (0.21, -0.16, 1.42)  -0.272
C (0.70, 0.91, 0.80)  0.121
C (-0.03, -1.45, 0.68)  -0.464
C (-0.15, -1.14, -0.79)  -0.274
H (0.81, -2.15, 0.86)  0.210
H (-0.02, -0.09, 2.48)  0.219
H (0.33, 0.25, -2.34)  0.198
H (-0.93, -1.96, 1.05)  0.215
H (-0.95, 2.42, -0.88)  0.002
H (-0.64, -1.84, -1.45)  0.219
H (-1.57, 2.43, -1.28)  -0.005
H (0.92, 1.85, 1.28)  0.197

This record from OMol25 describes C4H5NO2S as an isolated structure. The level of theory is ωB97M-V with the def2-TZVPD basis set.

**Total charge**: 0
**Energy relative to the best compared isomer or geometry (same formula, charge and spin)**: 417.9 kJ/mol
**E_LUMO**: 0.555 eV

Last column: natural (NBO) charge in e.
Geometry (Å):
S (0.70, -1.84, -0.10)  0.316
O (-2.61, 0.31, 0.18)  -0.685
O (0.31, 2.17, -0.03)  -0.695
N (2.48, 0.03, 0.32)  -0.823
C (-1.03, -1.48, 0.03)  -0.541
C (1.12, -0.14, 0.04)  -0.088
C (0.19, 0.82, -0.16)  0.191
C (-1.42, -0.24, 0.08)  0.326
H (-3.37, -0.32, 0.21)  0.493
H (2.49, 1.01, 0.28)  0.383
H (-1.59, -2.37, -0.19)  0.225
H (-0.48, 2.61, -0.48)  0.502
H (3.21, -0.56, -0.18)  0.397

This record from OMol25 describes a 2-piece molecular cluster, C3H11NO overall. The level of theory is ωB97M-V with the def2-TZVPD basis set.

**Total charge**: 0
**Energy relative to the best compared isomer or geometry (same formula, charge and spin)**: 127.8 kJ/mol
**SMILES**: CCN.CO
**E_LUMO**: 0.976 eV

Last column: natural (NBO) charge in e.
Geometry (Å):
O (-0.13, 3.83, -0.63)  -0.726
N (-1.18, -1.26, 0.08)  -0.888
C (0.02, 2.48, -1.05)  -0.258
C (0.83, -2.44, 0.98)  -0.616
C (0.19, -1.15, 0.48)  -0.216
H (-1.45, -1.24, -0.88)  0.380
H (1.08, 2.33, -0.85)  0.180
H (0.75, -3.30, 0.35)  0.204
H (-0.51, 1.66, -0.55)  0.177
H (-0.11, 2.43, -2.13)  0.161
H (-1.89, -1.35, 0.77)  0.375
H (0.82, -0.65, -0.26)  0.189
H (0.43, -2.71, 1.96)  0.196
H (0.27, -0.48, 1.35)  0.175
H (-1.01, 4.19, -0.78)  0.464
H (1.87, -2.33, 1.16)  0.203

This record from OMol25 describes one molecule with the formula C5H12O. The level of theory is ωB97M-V with the def2-TZVPD basis set.

**Total charge**: 0
**Energy relative to the best compared isomer or geometry (same formula, charge and spin)**: 107.9 kJ/mol
**SMILES**: CC(C)CCO
**E_LUMO**: 1.002 eV

Last column: natural (NBO) charge in e.
Geometry (Å):
O (-2.69, -0.09, 0.12)  -0.719
C (0.40, -1.45, -0.55)  -0.638
C (-1.64, 0.48, 0.90)  -0.074
C (-0.43, 0.92, 0.05)  -0.427
C (0.68, -0.14, 0.19)  -0.225
C (1.97, 0.51, -0.41)  -0.602
H (-0.03, -2.16, 0.19)  0.208
H (-2.43, -0.98, -0.16)  0.462
H (2.04, 1.53, -0.07)  0.205
H (-0.25, -1.37, -1.43)  0.213
H (1.73, 0.75, -1.49)  0.193
H (1.24, -2.08, -0.87)  0.219
H (-1.45, 0.03, 1.87)  0.168
H (0.99, -0.26, 1.23)  0.201
H (2.84, -0.13, -0.37)  0.211
H (0.00, 1.82, 0.53)  0.205
H (-2.14, 1.42, 1.20)  0.174
H (-0.83, 1.19, -0.93)  0.226

This record from OMol25 describes C4H8O4 as an isolated structure. The level of theory is ωB97M-V with the def2-TZVPD basis set.

**Total charge**: 0
**Energy relative to the best compared isomer or geometry (same formula, charge and spin)**: 350.6 kJ/mol
**E_LUMO**: 0.692 eV

Last column: natural (NBO) charge in e.
Geometry (Å):
O (1.59, 1.06, 0.01)  -0.697
O (-1.37, -1.15, -0.42)  -0.724
O (1.28, -1.16, 0.59)  -0.668
O (-1.31, 1.08, 0.13)  -0.652
C (-3.66, -0.04, 0.11)  -0.690
C (2.06, -0.18, 0.19)  0.793
C (-2.04, 0.11, -0.17)  0.814
C (3.54, -0.09, -0.30)  -0.735
H (-3.63, -0.45, 1.15)  0.251
H (0.71, 1.26, 0.47)  0.540
H (3.46, 1.17, -0.89)  0.269
H (3.89, -0.01, 0.76)  0.244
H (-4.19, -0.50, -0.76)  0.244
H (4.20, -0.94, -0.82)  0.269
H (-0.38, -0.99, -0.25)  0.522
H (-4.16, 0.83, 0.21)  0.220

This record from OMol25 describes a 13-piece molecular cluster, C52H78Cl6F6N2O16S2 overall. The level of theory is ωB97M-V with the def2-TZVPD basis set.

**Total charge**: 0
**E_LUMO**: -0.642 eV

Last column: Löwdin charge in e.
Geometry (Å):
Cl (-4.95, -3.23, 9.35)  0.461
Cl (-5.33, -0.73, 7.84)  0.482
Cl (-10.23, -2.82, 1.71)  0.481
Cl (5.47, -7.59, -4.35)  0.476
Cl (-8.58, -0.46, 2.37)  0.464
Cl (3.54, -5.50, -3.65)  0.468
S (4.59, 6.37, 2.11)  0.387
S (5.32, 5.29, 4.06)  0.557
F (4.95, 5.43, 5.60)  -0.227
F (-12.13, -5.00, -4.68)  0.059
F (5.25, -10.52, 3.72)  0.065
F (3.29, 6.92, 1.37)  -0.229
F (10.53, 5.25, -0.95)  0.084
F (-6.30, 3.92, -9.07)  0.020
O (-2.64, -5.89, -0.78)  0.105
O (-1.01, -7.31, -1.61)  -0.043
O (5.12, 3.90, 3.90)  -0.293
O (-2.65, -6.62, -2.92)  0.035
O (6.69, 5.81, 4.21)  -0.293
O (7.50, -4.21, 2.99)  -0.023
O (5.87, -4.46, 4.52)  0.032
O (-0.59, 6.44, -3.83)  0.080
O (-2.67, 10.27, 1.61)  0.011
O (5.37, -4.68, 2.34)  0.084
O (4.74, 5.13, 1.31)  -0.350
O (-1.14, 11.71, 1.10)  0.007
O (0.27, 7.66, -5.49)  -0.050
O (1.17, 5.54, -5.15)  0.013
O (-0.65, 10.13, 2.60)  0.136
O (5.59, 7.40, 1.81)  -0.316
N (0.06, 0.12, 0.92)  -0.221
N (3.96, 6.32, 3.50)  -0.239
C (10.44, 2.96, 1.87)  -0.036
C (0.22, 12.25, 0.91)  -0.149
C (-10.61, -3.20, -4.71)  0.000
C (-1.45, 10.66, 1.87)  -0.628
C (-0.41, -1.01, 1.95)  -0.098
C (6.81, -4.28, 5.54)  -0.241
C (-2.63, 1.26, 0.08)  -0.168
C (-2.19, -7.52, -3.91)  -0.213
C (-6.86, 4.31, -7.86)  -0.224
C (2.68, -13.04, 3.89)  -0.095
C (3.31, 6.46, -6.09)  -0.064
C (-4.32, -1.57, 9.05)  -0.992
C (-10.87, -4.55, -4.49)  -0.300
C (-6.05, 4.91, -6.91)  -0.025
C (-3.38, 9.33, 2.43)  -0.028
C (-0.40, 1.54, 1.32)  -0.074
C (-0.51, -7.83, -0.40)  -0.053
C (9.07, 2.07, -0.03)  -0.077
C (1.76, -10.92, 4.65)  -0.085
C (-0.63, -0.27, -0.41)  -0.111
C (0.21, 6.52, -4.78)  -0.466
C (-2.12, -6.53, -1.70)  -0.528
C (4.08, -11.14, 3.82)  -0.274
C (-1.95, 1.60, 1.40)  -0.156
C (3.73, -7.22, -4.09)  -0.992
C (-0.56, 8.84, -5.24)  0.004
C (-8.81, 4.51, -6.42)  -0.099
C (-0.08, -2.16, 4.25)  -0.066
C (3.02, -10.37, 4.40)  -0.006
C (10.24, 4.22, -0.18)  -0.335
C (6.21, -4.47, 3.22)  -0.557
C (-9.88, -5.39, -4.12)  -0.025
C (-8.26, -3.60, -4.18)  -0.108
C (2.03, 5.65, -6.23)  -0.279
C (6.10, -4.29, 6.87)  -0.062
C (1.62, -12.30, 4.44)  -0.092
C (1.59, 0.05, 0.67)  0.056
C (-8.23, 4.02, -7.55)  -0.025
C (9.46, 3.20, -0.75)  -0.017
C (3.90, -12.48, 3.54)  -0.030
C (8.06, -4.24, 1.65)  -0.003
C (0.06, -0.82, 3.42)  -0.212
C (-3.02, -7.57, -5.25)  -0.040
C (9.56, 1.98, 1.30)  -0.097
C (-2.18, -0.17, -0.41)  -0.152
C (-6.66, 5.39, -5.76)  -0.086
C (10.71, 4.17, 1.09)  -0.005
C (-8.59, -4.90, -3.95)  -0.099
C (-9.27, -2.72, -4.58)  -0.058
C (0.86, 12.90, 2.20)  -0.063
C (-10.05, -1.42, 2.79)  -0.998
C (-8.02, 5.18, -5.50)  -0.096
H (-6.11, 5.89, -4.98)  0.102
H (-3.27, -1.72, 8.84)  0.027
H (-4.40, -1.02, 9.99)  0.023
H (3.11, -7.46, -4.96)  0.029
H (-0.33, -1.28, -0.69)  0.131
H (-0.12, -7.04, 0.24)  0.094
H (-4.20, 8.79, 1.96)  0.090
H (7.31, -3.97, 0.90)  0.088
H (0.75, -12.92, 4.57)  0.094
H (-7.23, -3.28, -4.25)  0.101
H (-3.74, 9.90, 3.28)  0.097
H (4.01, 6.04, -5.37)  0.080
H (4.74, -13.05, 3.16)  0.117
H (-9.09, -1.69, -4.87)  0.096
H (-8.68, 3.52, -8.39)  0.113
H (-2.28, 0.83, 2.10)  0.101
H (1.80, 0.70, -0.17)  0.115
H (-2.67, -0.86, 0.28)  0.098
H (1.47, 13.76, 1.91)  0.068
H (1.77, -0.96, 0.30)  0.102
H (-5.01, 5.14, -7.05)  0.115
H (1.09, -0.45, 3.45)  0.097
H (3.12, -9.40, 4.87)  0.106
H (0.12, 1.89, 2.22)  0.135
H (-4.03, -7.91, -5.04)  0.071
H (-1.13, -7.38, -4.08)  0.116
H (-2.39, 1.92, -0.75)  0.116
H (-9.82, 4.32, -6.09)  0.107
H (5.04, -4.06, 6.77)  0.082
H (-2.28, 2.53, 1.88)  0.127
H (-7.76, -5.54, -3.69)  0.105
H (3.77, 6.33, -7.06)  0.079
H (0.19, 13.09, 0.21)  0.105
H (8.38, 1.32, -0.39)  0.095
H (0.10, 13.28, 2.88)  0.073
H (6.12, -5.26, 7.38)  0.071
H (-1.27, -8.24, 0.26)  0.095
H (0.18, -8.66, -0.53)  0.097
H (-2.21, -8.51, -3.44)  0.119
H (-1.60, 8.61, -5.46)  0.092
H (-0.44, 0.05, 3.85)  0.103
H (-0.30, 9.64, -5.93)  0.092
H (2.34, 4.65, -6.51)  0.122
H (-10.10, -1.82, 3.81)  0.028
H (-3.00, -6.63, -5.81)  0.073
H (0.58, -2.93, 3.86)  0.075
H (9.35, 1.14, 1.94)  0.082
H (7.62, -5.00, 5.59)  0.130
H (9.14, 3.35, -1.77)  0.108
H (3.42, -7.82, -3.23)  0.018
H (-10.95, -0.82, 2.70)  0.024
H (-1.48, -1.19, 2.03)  0.117
H (8.31, -5.29, 1.51)  0.098
H (-1.10, -2.54, 4.25)  0.072
H (0.83, 11.50, 0.41)  0.121
H (0.18, -2.00, 5.30)  0.074
H (-8.46, 5.64, -4.63)  0.099
H (-3.70, 1.21, 0.28)  0.115
H (1.47, 6.01, -7.10)  0.120
H (-11.51, -2.64, -4.88)  0.111
H (-0.37, 9.02, -4.18)  0.101
H (-10.02, -6.43, -3.85)  0.118
H (0.97, -10.42, 5.20)  0.099
H (-0.33, 0.43, -1.19)  0.134
H (-2.65, -8.38, -5.87)  0.072
H (3.17, 7.52, -5.86)  0.077
H (1.36, 12.13, 2.79)  0.070
H (10.87, 3.00, 2.86)  0.090
H (-2.73, 8.55, 2.82)  0.090
H (0.07, -1.91, 1.58)  0.127
H (6.63, -3.70, 7.61)  0.080
H (-0.06, 2.23, 0.56)  0.137
H (2.50, -14.05, 3.55)  0.101
H (-2.65, -0.51, -1.33)  0.121
H (7.21, -3.29, 5.30)  0.127
H (2.03, 0.18, 1.66)  0.104
H (11.28, 4.99, 1.49)  0.111
H (8.91, -3.59, 1.43)  0.094

This record from OMol25 describes C30H24Cl3F3GeIrN8O2S2 as an isolated structure. The level of theory is ωB97M-V with the def2-TZVPD basis set.

**Total charge**: +1
**Energy relative to the best compared isomer or geometry (same formula, charge and spin)**: 0.0 kJ/mol
**E_LUMO**: -3.350 eV

Last column: Löwdin charge in e.
Geometry (Å):
Ir (1.31, 2.09, -0.35)  1.190
Ge (-0.46, 4.74, 0.52)  -0.382
Cl (1.30, 5.91, 0.16)  0.186
Cl (-2.14, 5.91, -0.03)  0.211
Cl (-0.61, 4.48, 2.64)  0.242
S (2.44, 4.25, -4.23)  1.150
S (3.02, 3.27, 0.88)  0.670
F (7.34, 1.76, 1.51)  0.150
F (6.29, 3.47, 0.71)  0.144
F (5.70, 2.63, 2.61)  0.149
O (-0.42, 3.29, -0.41)  -0.685
O (-7.34, -6.97, 2.51)  -0.065
N (-2.90, -2.30, 2.18)  0.191
N (0.05, 3.72, -3.06)  0.124
N (-3.15, -2.75, 0.02)  0.194
N (3.00, 1.00, -0.21)  -0.163
N (2.05, 2.95, -2.09)  -0.183
N (0.48, 1.19, 1.30)  -0.051
N (0.12, 0.67, -1.29)  -0.037
N (3.41, 2.94, -2.29)  0.037
C (-2.23, -1.75, 0.18)  -0.168
C (0.02, 0.86, 3.60)  -0.016
C (-0.90, -0.11, 3.32)  0.031
C (-6.07, -5.79, 0.82)  0.001
C (5.83, 4.92, -3.00)  -0.078
C (6.13, 2.32, 1.38)  -0.606
C (4.66, -0.65, -0.47)  -0.030
C (0.02, 0.40, -2.58)  -0.090
C (3.38, -0.19, -0.66)  -0.090
C (-0.84, -0.59, -3.08)  -0.012
C (-1.50, -1.06, -0.83)  -0.056
C (-6.43, -6.05, 2.14)  -0.276
C (3.85, 1.81, 0.46)  -0.639
C (3.77, 3.55, -3.35)  -0.582
C (-0.43, 0.23, 0.99)  -0.117
C (1.39, 3.60, -3.03)  -0.694
C (-4.53, -4.08, 1.57)  -0.162
C (5.17, 1.40, 0.67)  -0.099
C (-1.14, -0.46, 1.98)  -0.054
C (5.56, 0.16, 0.21)  0.028
C (-5.85, -5.32, 3.17)  0.012
C (-5.12, -4.81, 0.55)  -0.010
C (-2.05, -1.45, 1.52)  -0.119
C (-3.54, -3.06, 1.24)  -0.242
C (5.20, 3.75, -3.75)  -0.231
C (-1.61, -1.32, -2.20)  0.040
C (-0.62, -0.06, -0.41)  -0.124
C (0.71, 1.49, 2.56)  -0.146
C (-7.97, -7.74, 1.49)  -0.064
C (-4.91, -4.35, 2.89)  -0.024
H (-3.04, -2.36, 3.18)  0.151
H (-0.43, 3.57, -2.17)  0.052
H (-6.15, -5.53, 4.19)  0.126
H (-4.48, -3.81, 3.72)  0.106
H (0.23, 1.15, 4.62)  0.123
H (-8.53, -7.10, 0.81)  0.098
H (1.44, 2.26, 2.75)  0.060
H (-7.24, -8.32, 0.93)  0.098
H (2.62, -0.77, -1.19)  0.118
H (5.79, 4.75, -1.92)  0.071
H (6.58, -0.17, 0.37)  0.132
H (-2.28, -2.09, -2.55)  0.130
H (-0.37, 4.28, -3.78)  0.112
H (0.63, 0.99, -3.25)  0.109
H (-8.65, -8.41, 2.01)  0.096
H (4.95, -1.63, -0.84)  0.113
H (-6.51, -6.34, 0.00)  0.107
H (-0.88, -0.76, -4.14)  0.118
H (-4.83, -4.61, -0.47)  0.115
H (5.30, 5.85, -3.21)  0.080
H (5.26, 3.91, -4.83)  0.107
H (5.73, 2.82, -3.53)  0.117
H (-1.43, -0.61, 4.12)  0.124
H (6.87, 5.04, -3.29)  0.080

This record from OMol25 describes a 2-piece molecular cluster, C2H8NO overall. The level of theory is ωB97M-V with the def2-TZVPD basis set.

**Total charge**: 0
**Energy relative to the best compared isomer or geometry (same formula, charge and spin)**: 0.0 kJ/mol
**E_LUMO (spin up / spin down)**: 0.678 / 0.665 eV
**Spin multiplicity**: 2
**<S²>**: 0.753

Last column: natural (NBO) charge in e.
Geometry (Å):
O (1.22, -0.93, 2.12)  -0.947
N (0.95, 0.44, -0.69)  -0.823
C (-0.21, 0.33, -1.44)  -0.067
C (-1.50, 0.18, -0.67)  -0.672
H (-1.72, 1.08, -0.09)  0.191
H (1.81, 0.64, -1.16)  0.385
H (-1.41, -0.68, -0.02)  0.207
H (1.42, -1.82, 2.44)  0.479
H (-2.33, 0.02, -1.36)  0.216
H (0.91, 0.28, 0.30)  0.400
H (1.11, -0.42, 2.94)  0.473
H (-0.25, 0.85, -2.39)  0.157

Strongest force on any atom (Eh/bohr)
0.0050, 0.0999, 0.0298, 0.0627, 0.1190, 0.1615, 0.0077, 0.0178
M (g/mol)
84.1, 131.2, 77.1, 88.1, 120.1, 1378.0, 1020.9, 62.1